# 1
Here is a molecular structure, C27H21Cl2IrN6O4S2 from the OMol25 dataset. Energies are from ωB97M-V/def2-TZVPD.

Structure (XYZ):
```
63
C27H21Cl2IrN6O4S2 ωB97M-V/def2-TZVPD
Ir 0.0860 -0.0851 0.2754
Cl 0.0286 -4.8922 5.5186
C 0.3902 -3.5060 4.5874
C 0.0644 -3.4867 3.2559
C 0.3142 -2.3456 2.4725
N 0.0264 -2.2113 1.1589
C -0.1562 -3.2945 0.3484
O -0.0235 -4.4675 0.6458
C -0.5624 -2.9360 -1.0521
C -0.6577 -3.9555 -1.9897
C -1.1231 -3.6622 -3.2580
C -1.5074 -2.3576 -3.5296
C -1.3644 -1.4007 -2.5395
N -0.8774 -1.6684 -1.3268
C 0.9351 -1.1982 3.0923
C 1.2935 -1.2658 4.4560
C 1.0206 -2.3810 5.1953
Cl 1.4305 -2.4136 6.8556
N 1.0984 -0.1151 2.3129
C 2.0199 0.8569 2.6176
O 2.9614 0.7358 3.3735
C 1.7708 2.1534 1.9148
C 2.4267 3.2790 2.3933
C 2.1703 4.5023 1.8036
C 1.2729 4.5440 0.7493
C 0.6782 3.3664 0.3291
N 0.9113 2.1820 0.8941
H -0.3741 -4.3591 2.8031
H -0.3710 -4.9515 -1.6837
H -1.1984 -4.4314 -4.0147
H -1.9174 -2.0775 -4.4899
H -1.6685 -0.3820 -2.7300
H 1.7915 -0.4292 4.9165
H 3.1153 3.1693 3.2184
H 2.6510 5.4055 2.1545
H 1.0327 5.4759 0.2569
H -0.0134 3.4050 -0.4984
N -4.8290 4.0193 -1.1067
C -3.8394 3.5248 -1.4146
C -2.5973 2.9257 -1.7989
C -1.9171 3.3527 -2.9383
C -0.7020 2.7590 -3.2366
C -0.2174 1.7680 -2.4013
N -0.8767 1.3437 -1.3196
C -2.0428 1.9136 -1.0209
H -2.3357 4.1259 -3.5679
H -0.1317 3.0624 -4.1030
H 0.7331 1.2933 -2.6054
H -2.5443 1.5568 -0.1301
C -3.1851 -1.0071 0.9874
O -2.2263 -0.0160 1.3828
H -4.1135 -0.8827 1.5450
H -2.7972 -2.0157 1.1389
H -3.3867 -0.8611 -0.0715
H -2.0739 -0.1074 2.3294
C 2.4076 -0.6273 -3.7827
O 3.0147 0.4472 -3.0457
C 3.0183 0.4464 -1.7298
S 3.8504 1.5999 -0.8917
S 2.3218 -0.7698 -0.7629
H 3.1427 -1.4104 -3.9602
H 2.1000 -0.1982 -4.7320
H 1.5523 -1.0447 -3.2509
```

Summary:
relative energy (zero: lowest compared OMol25 entry of this formula, charge and spin)	3.5	kcal per mole
spin multiplicity	6
expectation value of S²	8.79
HOMO (spin up / spin down)	-0.38276 / -0.40501	Ha
total charge	+1
LUMO level (spin up / spin down)	-3.34 / -5.51	eV

Atom charges from the Mulliken analysis, given in e for atoms 1 to 6: atom 1 (Ir): 1.85, atom 2 (Cl): -0.16, atom 3 (C): 0.03, atom 4 (C): -1.09, atom 5 (C): 0.24, atom 6 (N): 0.36

***

# 2
Here is a molecular structure, C27H21Cl3HgN8O3PS2 from the OMol25 dataset. Energies are from ωB97M-V/def2-TZVPD.

Structure (XYZ):
```
66
C27H21Cl3HgN8O3PS2 ωB97M-V/def2-TZVPD
Hg 0.2897 1.4102 0.3793
N -1.9592 3.5684 3.5132
C -1.2756 3.5418 2.3618
N -1.4730 2.3895 1.7784
C -2.2738 1.7155 2.6426
N -2.6013 2.4006 3.7156
C -2.6409 0.3129 2.4173
C -3.3664 -0.4307 3.3448
N -3.6333 -1.7168 3.1491
C -3.1543 -2.2566 2.0283
C -2.4419 -1.5123 1.0989
N -2.1992 -0.2260 1.2897
H -1.9686 4.2830 4.2200
H -0.6311 4.3297 2.0074
H -3.7245 0.0302 4.2569
H -3.3439 -3.3116 1.8647
H -2.0528 -1.9462 0.1834
S 2.0103 3.0874 1.1928
C 3.0261 1.7999 1.8454
C 4.3520 1.7459 1.4217
C 5.2429 0.7656 1.8533
C 6.5958 0.7717 1.3913
N 7.6835 0.7939 1.0104
C 4.7710 -0.2195 2.7412
C 3.4549 -0.1778 3.1719
C 2.5421 0.8195 2.7657
S 0.9282 0.7787 3.3624
C 5.6315 -1.2738 3.1971
N 6.3202 -2.1186 3.5685
H 4.6948 2.4925 0.7172
H 3.0964 -0.9415 3.8487
C -1.7636 -2.2403 -3.8348
O -2.6233 -1.1288 -3.6264
P -2.0821 -0.0725 -2.4463
O -3.2697 1.0083 -2.6331
C -4.2417 1.1831 -1.6111
O -0.9190 0.6989 -3.2505
C -1.2264 1.4949 -4.4024
H -2.1987 -2.8444 -4.6296
H -1.6744 -2.8503 -2.9298
H -0.7614 -1.9220 -4.1348
H -4.6938 2.1573 -1.7856
H -3.7762 1.1696 -0.6208
H -5.0068 0.4037 -1.6650
H -0.2747 1.8260 -4.8108
H -1.8405 2.3524 -4.1232
H -1.7635 0.9014 -5.1449
Cl -3.8640 4.4218 -3.2349
C -1.4096 5.1587 -2.7106
Cl -0.6551 5.1284 -4.2566
Cl -1.6562 6.7168 -2.0197
C -1.1042 4.1186 -1.8199
N -0.8843 3.2530 -1.0897
C 0.7290 -0.4999 -0.2928
C 1.1461 -1.6352 -0.3572
C 1.6255 -2.9841 -0.4152
C 0.9127 -3.9846 -1.0852
C 1.3837 -5.2891 -1.1142
C 2.5704 -5.6213 -0.4730
C 3.2853 -4.6367 0.1984
C 2.8211 -3.3307 0.2268
H -0.0126 -3.7207 -1.5821
H 0.8189 -6.0516 -1.6386
H 2.9344 -6.6417 -0.4934
H 4.2070 -4.8835 0.7117
H 3.3685 -2.5608 0.7564
```

Summary:
relative energy (zero: lowest compared OMol25 entry of this formula, charge and spin)	39.8	kcal per mole
spin multiplicity	2
expectation value of S²	0.76
HOMO (spin up / spin down)	-0.08000 / -0.08004	Ha
total charge	-2
LUMO level (spin up / spin down)	4.11 / 3.73	eV

Atom charges from the Mulliken analysis, given in e for atoms 1 to 6: atom 1 (Hg): 1.88, atom 2 (N): 0.11, atom 3 (C): -0.40, atom 4 (N): 0.17, atom 5 (C): 0.00, atom 6 (N): -0.81

***

# 3
Here is a molecular structure, C27H21ClN7OV in a non-equilibrium geometry from the OMol25 dataset. Energies are from ωB97M-V/def2-TZVPD.

Structure (XYZ):
```
58
C27H21ClN7OV ωB97M-V/def2-TZVPD
V -0.0227 0.4276 -1.4552
Cl -6.5047 0.0608 -3.7094
C -4.8713 -0.1451 -3.2329
C -4.4358 -1.3878 -2.7512
C -3.1158 -1.5817 -2.4176
C -2.1892 -0.5408 -2.5230
O -0.8962 -0.7650 -2.2532
C -2.6399 0.7473 -2.9529
C -1.7397 1.8528 -3.0968
N -0.5531 1.8392 -2.5581
C 0.5056 2.7367 -2.8175
C 0.4637 4.0295 -3.2730
C 1.6656 4.7083 -3.5516
C 2.8813 4.0918 -3.4254
C 2.9591 2.7561 -2.9664
C 4.1501 2.0029 -2.8766
C 4.0970 0.6909 -2.4681
C 2.8749 0.1357 -2.0871
N 1.7389 0.8252 -2.1243
C 1.7617 2.1093 -2.6097
C -3.9879 0.9016 -3.3287
H -5.1468 -2.1980 -2.6585
H -2.7594 -2.5456 -2.0777
H -2.0474 2.6878 -3.7226
H -0.4796 4.5382 -3.4275
H 1.6180 5.7316 -3.8976
H 3.7949 4.6114 -3.6833
H 5.0919 2.4656 -3.1437
H 4.9897 0.0838 -2.4278
H 2.8122 -0.8841 -1.7266
H -4.3356 1.8658 -3.6781
C -2.0852 -0.6466 1.0966
C -0.7563 -0.0538 1.4067
N 0.1491 0.4032 0.5280
C 1.2162 0.8898 1.2716
C 0.9545 0.7117 2.5837
N -0.2866 0.1195 2.6531
C -0.9412 -0.2656 3.9027
N -0.0993 -1.1130 4.6723
N 0.2547 -0.7440 5.9394
N 0.9440 -1.6647 6.4606
C 1.0820 -2.7053 5.5629
C 1.7474 -3.9257 5.6624
C 1.7064 -4.7545 4.5626
C 1.0296 -4.3917 3.3870
C 0.3646 -3.1884 3.2710
C 0.3987 -2.3559 4.3868
H -2.3329 -0.5089 0.0495
H -2.8713 -0.1739 1.6845
H -2.1015 -1.7171 1.3114
H 2.0881 1.3197 0.8090
H 1.5269 0.9509 3.4642
H -1.8873 -0.7513 3.6676
H -1.1297 0.6195 4.5094
H 2.2671 -4.1989 6.5702
H 2.2063 -5.7128 4.5988
H 1.0309 -5.0784 2.5508
H -0.1547 -2.9155 2.3595
```

Summary:
relative energy (zero: lowest compared OMol25 entry of this formula, charge and spin)	0.0	kcal per mole
spin multiplicity	3
expectation value of S²	2.01
HOMO (spin up / spin down)	-0.49104 / -0.49105	Ha
total charge	+2
LUMO level (spin up / spin down)	-7.05 / -7.25	eV

Atom charges from the Mulliken analysis, given in e for atoms 1 to 6: atom 1 (V): 0.96, atom 2 (Cl): -0.15, atom 3 (C): 0.06, atom 4 (C): -0.54, atom 5 (C): -0.27, atom 6 (C): 0.15